[1]
Molecular formula: C5H4F2S
Method: DFT, ωB97M-V/def2-TZVPD

Summary:
spin multiplicity = 1
structure (SMILES) = C#C[C@@H](S)/C(F)=C/F
charge = 0
orbital gap = 9.9 eV

Geometry as XYZ:
```
12
Properties=species:S:1:pos:R:3:mulliken_charge:R:1
C -1.8580 1.9508 -0.1692 0.21
C -1.3321 0.8766 0.0845 -0.81
C -0.6181 -0.3740 0.4205 0.32
S -1.3303 -1.8439 -0.6590 -0.22
C 0.8846 -0.4890 0.1771 0.04
F 1.4048 -1.6493 0.6262 -0.30
C 1.7986 0.4089 -0.2987 -0.09
F 3.0332 0.2317 -0.6998 -0.22
H -2.3590 2.9213 -0.0175 0.38
H -0.6176 -0.7632 1.4475 0.29
H -0.4310 -2.7473 -0.3078 0.15
H 1.4249 1.4775 -0.6039 0.24
```

=====

[2]
Molecular formula: C31H39N6P2PbS
Method: DFT, ωB97M-V/def2-TZVPD

Summary:
spin multiplicity = 1
charge = +3
orbital gap (spin up / spin down) = 5.6 / 5.5 eV

Geometry as XYZ:
```
80
Properties=species:S:1:pos:R:3:mulliken_charge:R:1
Pb 1.5428 0.9792 -1.9729 0.71
S 3.7771 0.7280 -0.7284 -0.51
C 3.5407 2.0325 0.4581 0.20
N 4.5121 2.4292 1.2485 -0.49
N 5.6722 1.8796 1.1687 0.49
C 6.7352 2.2683 1.9302 0.89
C 7.9976 1.6913 1.6577 -0.42
C 9.0929 2.1308 2.3525 -0.66
C 8.9489 3.1187 3.3364 -0.37
C 7.6893 3.6598 3.6362 -0.62
C 6.5839 3.2456 2.9431 -0.17
N 2.3864 2.7099 0.6228 -0.54
N 1.3495 2.3804 0.0158 0.51
C 0.2133 3.1951 0.2253 0.13
C -0.9447 2.5690 0.6860 0.18
C -2.0797 3.3237 0.9324 -0.74
C -2.0798 4.6870 0.6556 -0.58
C -0.9267 5.3009 0.1843 -0.69
C 0.2307 4.5655 -0.0145 -0.34
H 5.8350 1.1331 0.4833 0.21
H 8.0994 0.9264 0.8965 0.39
H 10.0710 1.7241 2.1372 0.41
H 9.8210 3.4659 3.8748 0.42
H 7.5912 4.4082 4.4098 0.41
H 5.6010 3.6461 3.1459 0.45
H -0.8965 1.5203 0.9543 0.53
H -2.9555 2.8554 1.3660 0.51
H -2.9737 5.2721 0.8238 0.46
H -0.9274 6.3641 -0.0133 0.41
H 1.1362 5.0399 -0.3715 0.45
C -2.2049 0.7338 -2.6364 -0.57
P -3.1252 0.3321 -1.1241 0.18
C -2.2582 -0.8043 0.0020 0.16
N -3.0124 -0.8724 1.0778 0.02
C -2.7493 -1.6848 2.1006 0.43
C -3.5393 -1.7046 3.2694 -0.69
C -3.2142 -2.5731 4.2718 -0.62
C -2.1194 -3.4620 4.1419 -0.55
C -1.3191 -3.4521 3.0314 -0.82
C -1.6034 -2.5437 1.9969 0.62
N -0.7944 -2.3882 0.9370 -0.07
C -1.0278 -1.5534 -0.0424 0.07
P 0.4232 -1.5155 -1.2190 0.61
C 1.7568 -2.2544 -0.2183 -1.43
C 0.0853 -2.8159 -2.5515 1.66
C -0.2827 -4.1430 -1.8892 -1.79
C -1.0556 -2.3513 -3.4512 -1.28
C 1.3747 -2.9498 -3.3656 -1.82
C -4.8438 -0.3838 -1.5616 1.72
C -4.8309 -1.8975 -1.3433 -1.55
C -5.1317 -0.0464 -3.0211 -1.81
C -5.8558 0.2881 -0.6269 -1.61
H -2.6172 1.6704 -3.0184 0.67
H -2.3208 -0.0266 -3.4027 0.23
H -1.1554 0.8949 -2.4025 -0.44
H -4.3933 -1.0436 3.3409 0.51
H -3.8063 -2.5999 5.1765 0.45
H -1.9106 -4.1623 4.9397 0.43
H -0.4736 -4.1192 2.9278 0.50
H 1.5143 -3.2763 0.0508 0.43
H 1.8963 -1.6738 0.6917 0.40
H 2.6808 -2.2296 -0.7977 0.43
H -1.1322 -4.0488 -1.2124 0.35
H 0.5526 -4.5829 -1.3481 0.38
H -0.5610 -4.8510 -2.6727 0.51
H -1.9844 -2.2433 -2.8850 -0.13
H -1.2278 -3.1048 -4.2210 0.64
H -0.8143 -1.4153 -3.9588 0.33
H 2.1832 -3.3898 -2.7822 0.38
H 1.7096 -1.9914 -3.7733 0.39
H 1.1884 -3.6136 -4.2115 0.49
H -4.0345 -2.3980 -1.8991 0.19
H -5.7834 -2.2844 -1.7113 0.54
H -4.7536 -2.1553 -0.2907 0.34
H -4.5251 -0.6329 -3.7113 0.37
H -5.0091 1.0153 -3.2418 0.41
H -6.1770 -0.2918 -3.2165 0.50
H -5.5791 0.1530 0.4190 0.29
H -6.8378 -0.1626 -0.7775 0.49
H -5.9438 1.3557 -0.8346 0.42
```

=====

[3]
Molecular formula: C5H10Cl2Si
Method: DFT, ωB97M-V/def2-TZVPD

Summary:
spin multiplicity = 1
charge = 0
orbital gap (spin up / spin down) = 7.1 / 6.9 eV

Geometry as XYZ:
```
18
Properties=species:S:1:pos:R:3:mulliken_charge:R:1
C -1.6240 -0.3800 0.4407 -0.46
C -1.9543 1.0658 0.3971 -0.18
C -2.8682 0.0334 -0.2085 -0.17
C 2.2189 -1.8126 0.3056 -0.87
C 1.7146 1.1690 -0.4930 -1.04
Si 1.2491 -0.6387 -0.7775 0.53
Cl -2.4098 1.9454 1.9131 -0.24
Cl -4.3558 -0.3659 0.6768 -0.21
H -1.4638 -1.0299 1.3300 0.27
H -1.4457 1.7799 -0.1442 0.29
H -3.1124 0.1710 -1.2420 0.32
H 2.1894 -1.3738 1.3295 0.27
H 2.0172 -2.8834 0.2237 0.32
H 3.2758 -1.7516 -0.0543 0.29
H 1.6116 1.5918 0.5226 0.34
H 2.7716 1.2963 -0.7588 0.38
H 1.2128 1.8354 -1.2213 0.28
H 0.9731 -0.6520 -2.2394 -0.11
```

=====

[4]
Molecular formula: C5H12NO2
Method: DFT, ωB97M-V/def2-TZVPD

Summary:
spin multiplicity = 1
structure (SMILES) = CCN[C@@H](C[O-])CO
charge = -1
orbital gap = 6.6 eV

Geometry as XYZ:
```
20
Properties=species:S:1:pos:R:3:mulliken_charge:R:1
C 1.1621 3.2084 0.0963 -0.99
C 0.9438 1.7866 0.6649 -0.04
N 1.0220 0.7885 -0.4582 -0.48
C -0.0751 -0.1712 -0.2930 -0.22
C -0.1385 -1.3588 -1.3840 -0.39
O -1.1623 -2.2176 -1.1060 -0.79
C -0.2233 -0.9618 1.1900 -0.44
O -1.4833 -1.5463 1.2381 -0.69
H 0.1802 3.9165 0.0610 0.22
H 1.4817 3.2254 -0.9942 0.29
H 1.9502 3.6854 0.6950 0.27
H 1.8085 1.5261 1.3599 0.22
H -0.0361 1.7160 1.2563 0.21
H 0.8441 1.3105 -1.3883 0.27
H -1.0835 0.4199 -0.4075 0.18
H -0.4309 -0.6905 -2.3274 0.21
H 0.7801 -1.8741 -1.4108 0.29
H 0.5514 -1.5887 1.5711 0.27
H -0.4169 -0.1523 1.9348 0.24
H -1.6320 -1.9216 0.1553 0.38
```

=====

Here are the calculated energy above the lowest of the compared OMol25 structures with the same formula, charge and spin numbers, same order: 69.58, 5.36, 182.67, 100.34 (kcal/mol).